C4H5NS2 in the gas phase in a non-equilibrium geometry. Source: the Open Molecules 2025 dataset; level of theory: ωB97M-V/def2-TZVPD.

Last columns: bonded neighbours and bond lengths (Å).
Positions of all 12 atoms, in Å:
1 S -2.081 -0.683 -1.566  C2 1.667
2 C -1.473 -1.139 -0.082  S1 1.667, C3 1.512, H8 1.092
3 C -0.003 -1.481 0.015  C2 1.512, N4 1.519, C5 1.562, H9 1.208
4 N 0.652 -1.399 1.383  C3 1.519, C5 1.539, H10 1.111
5 C 1.016 -0.339 0.329  C3 1.562, N4 1.539, C6 1.455, H11 1.119
6 C 0.882 0.941 1.008  C5 1.455, S7 1.696, H12 1.095
7 S 1.496 2.339 0.271  C6 1.696
8 H -1.859 -0.927 0.917  C2 1.092
9 H 0.552 -1.999 -0.924  C3 1.208
10 H 1.466 -2.071 1.733  N4 1.111
11 H 1.968 -0.733 -0.108  C5 1.119
12 H 0.144 1.132 1.794  C6 1.095

Structure (SMILES): S=C[C@@H]1N[C@@H]1C=S
Molar mass (g/mol): 131.22
E_tot (a.u.): -1006.38919
Gap between HOMO and LUMO (eV): 7.77
HOMO level (eV): -8.9